[1]
Molecular formula: C2H2Br3NO
Method: DFT, wB97M-V/def2-TZVPD

Last column: natural (NBO) charge in e.
Cartesian coordinates (Å):
C1 -1.25 1.37 0.22  0.01
C2 2.67 -0.11 0.12  -0.55
N1 -0.65 0.54 0.74  0.19
O1 0.04 -0.18 1.45  -0.43
Br1 3.83 -1.51 0.42  0.12
Br2 3.63 1.56 0.49  0.06
Br3 2.08 -0.23 -1.75  0.03
H1 1.68 -0.26 0.73  0.30
H2 -1.72 1.86 -0.64  0.27

Energy   -215767.612 eV
Max |F|   0.05327 hartree/bohr
E_LUMO   0.26 eV
Energy relative to the best compared isomer or geometry (same formula, charge and spin)   1.358 eV
Kohn-Sham gap   10.207 eV

=====

[2]
Molecular formula: C2H2Br6
Method: DFT, wB97M-V/def2-TZVPD

Last column: natural (NBO) charge in e.
Cartesian coordinates (Å):
C1 0.63 15.06 7.46  -0.41
Br1 -0.57 13.57 8.07  0.04
Br2 1.23 15.98 9.10  0.09
Br3 -0.61 16.35 6.39  0.06
H1 1.44 14.49 7.02  0.23
C2 0.36 9.66 4.71  -0.47
Br4 0.42 11.29 3.60  0.07
Br5 2.15 9.07 5.13  0.10
Br6 -0.61 8.24 3.74  0.07
H2 -0.16 9.89 5.65  0.23

Energy   -422359.913 eV
Max |F|   0.04957 hartree/bohr
E_LUMO   -0.72 eV
Energy relative to the best compared isomer or geometry (same formula, charge and spin)   0.704 eV
Kohn-Sham gap   9.664 eV

=====

[3]
Molecular formula: C2H2BrCl2NO
Method: DFT, wB97M-V/def2-TZVPD

Last column: natural (NBO) charge in e.
Cartesian coordinates (Å):
C1 -0.23 1.81 0.12  0.90
C2 -2.79 0.74 -0.01  -0.14
N1 0.21 0.69 0.07  -0.81
O1 -0.74 2.84 0.12  -0.50
Cl1 -3.76 0.67 1.41  0.03
Cl2 -3.69 0.73 -1.47  0.04
Br1 -1.62 -1.97 -0.04  -0.16
H1 -0.52 -1.52 0.74  0.22
H2 0.78 0.25 -0.58  0.42

Energy   -100728.266 eV
Max |F|   0.03206 hartree/bohr
E_LUMO   -0.82 eV
Energy relative to the best compared isomer or geometry (same formula, charge and spin)   2.644 eV
Kohn-Sham gap   8.363 eV

=====

[4]
Molecular formula: C2H2BrClO
Method: DFT, wB97M-V/def2-TZVPD

Last column: natural (NBO) charge in e.
Cartesian coordinates (Å):
C1 1.00 -0.31 -1.04  0.49
C2 -1.02 -0.72 0.41  -0.47
O1 1.80 -1.14 -1.14  -0.43
Cl1 -1.44 -2.35 -0.02  0.01
Br1 -2.14 0.62 -0.34  0.04
H1 0.87 0.70 -1.41  0.16
H2 -0.84 -0.57 1.46  0.20

Energy   -86715.287 eV
Max |F|   0.05776 hartree/bohr
E_LUMO (spin up / spin down)   -0.22 / 0.08 eV
Energy relative to the best compared isomer or geometry (same formula, charge and spin)   3.181 eV
Kohn-Sham gap (spin up / spin down)   8.016 / 8.444 eV

=====

[5]
Molecular formula: C2H2BrFO
Method: DFT, wB97M-V/def2-TZVPD

Last column: natural (NBO) charge in e.
Cartesian coordinates (Å):
C1 0.11 0.61 -0.69  -0.60
C2 -0.37 -0.83 0.99  0.91
O1 0.49 -1.33 1.57  -0.51
F1 -1.66 -1.06 1.04  -0.31
Br1 1.96 0.76 -0.65  0.08
H1 -0.19 0.30 -1.80  0.23
H2 -0.34 1.55 -0.46  0.20

Energy   -76911.093 eV
Max |F|   0.09707 hartree/bohr
E_LUMO   -0.15 eV
Energy relative to the best compared isomer or geometry (same formula, charge and spin)   1.620 eV
Kohn-Sham gap   9.508 eV

=====

[6]
Molecular formula: C2H2BrN
Method: DFT, wB97M-V/def2-TZVPD

Last column: natural (NBO) charge in e.
Cartesian coordinates (Å):
C1 1.87 -0.46 0.14  0.07
C2 -1.68 0.95 0.17  -0.33
N1 2.46 -0.03 -0.73  -0.29
Br1 -2.11 0.21 -1.37  0.20
H1 1.11 -0.88 0.74  0.22
H2 -1.66 0.20 1.06  0.12

Energy   -73633.938 eV
Max |F|   0.05682 hartree/bohr
E_LUMO (spin up / spin down)   -1.11 / -1.11 eV
Energy relative to the best compared isomer or geometry (same formula, charge and spin)   4.234 eV
Kohn-Sham gap (spin up / spin down)   7.874 / 7.872 eV

=====

[7]
Molecular formula: C2H2BrN
Method: DFT, wB97M-V/def2-TZVPD

Last column: natural (NBO) charge in e.
Cartesian coordinates (Å):
N1 -0.57 2.14 -0.04  -0.32
C1 -0.35 1.03 0.16  0.25
C2 0.02 -0.56 0.03  -0.54
Br1 1.95 -0.65 0.04  0.10
H1 -0.42 -0.84 -0.94  0.25
H2 -0.62 -1.12 0.76  0.26

Energy   -73637.735 eV
SMILES   N#CCBr
Max |F|   0.07430 hartree/bohr
E_LUMO   0.24 eV
Energy relative to the best compared isomer or geometry (same formula, charge and spin)   0.438 eV
Kohn-Sham gap   11.361 eV

=====

[8]
Molecular formula: C2H2BrN3
Method: DFT, wB97M-V/def2-TZVPD

Last column: natural (NBO) charge in e.
Cartesian coordinates (Å):
N1 1.51 1.30 -1.47  -0.35
C1 1.08 0.29 -1.14  0.43
N2 0.43 -0.83 -0.94  -0.57
C2 -0.40 -1.46 -0.39  0.73
N3 -1.23 -2.23 -0.08  -0.69
H1 -1.68 -2.62 0.75  0.44
Br1 0.66 2.55 2.17  -0.23
H2 -0.37 3.01 1.09  0.23

Energy   -76617.145 eV
SMILES   N#CN=C=N.Br
Max |F|   0.07168 hartree/bohr
E_LUMO   0.27 eV
Energy relative to the best compared isomer or geometry (same formula, charge and spin)   1.370 eV
Kohn-Sham gap   10.669 eV

=====

[9]
Molecular formula: C2H2BrN3O2
Method: DFT, wB97M-V/def2-TZVPD

Last column: natural (NBO) charge in e.
Cartesian coordinates (Å):
N1 0.58 -2.12 -1.57  -0.67
C1 -0.04 -1.64 -0.66  0.64
N2 -0.73 -0.82 -0.04  -0.68
Br1 -2.39 -0.93 0.51  0.30
H1 1.30 -2.86 -1.53  0.41
O1 0.26 1.65 -1.55  -0.48
C2 0.43 1.62 -0.42  0.83
N3 0.64 1.71 0.75  -0.34
O2 -0.21 1.41 1.91  -0.50
H2 0.14 1.97 2.61  0.49

Energy   -80709.470 eV
SMILES   N=C=NBr.O=C=NO
Max |F|   0.07573 hartree/bohr
E_LUMO   0.32 eV
Energy relative to the best compared isomer or geometry (same formula, charge and spin)   3.599 eV
Kohn-Sham gap   9.894 eV

=====

[10]
Molecular formula: C2H2BrNO3
Method: DFT, wB97M-V/def2-TZVPD

Last column: natural (NBO) charge in e.
Cartesian coordinates (Å):
O1 0.45 2.26 0.84  -0.47
C1 0.32 1.84 -0.27  0.44
Br1 -0.63 2.73 -1.57  0.09
C2 1.29 0.43 -0.88  -0.37
N1 1.80 -0.09 0.42  0.54
O2 2.97 -0.25 0.50  -0.36
O3 1.01 -0.19 1.29  -0.34
H1 1.84 0.73 -1.72  0.24
H2 0.64 -0.36 -1.28  0.24

Energy   -79777.108 eV
SMILES   O=C(Br)C[N+](=O)[O-]
Max |F|   0.09960 hartree/bohr
E_LUMO   0.04 eV
Energy relative to the best compared isomer or geometry (same formula, charge and spin)   1.851 eV
Kohn-Sham gap   10.855 eV

=====

[11]
Molecular formula: C2H2BrP
Method: DFT, wB97M-V/def2-TZVPD

Last column: natural (NBO) charge in e.
Cartesian coordinates (Å):
C1 0.59 0.85 0.64  -0.42
C2 -0.35 0.27 -0.12  -0.39
P1 0.13 2.04 -0.64  0.48
Br1 -0.51 -3.24 -1.10  -0.16
H1 1.18 0.74 1.45  0.22
H2 -1.04 -0.65 -0.23  0.28

Energy   -81432.949 eV
Max |F|   0.10904 hartree/bohr
E_LUMO (spin up / spin down)   -0.70 / -3.76 eV
Energy relative to the best compared isomer or geometry (same formula, charge and spin)   3.015 eV
Kohn-Sham gap (spin up / spin down)   9.900 / 3.439 eV

=====

[12]
Molecular formula: C2H2Cl2FNOS
Method: DFT, wB97M-V/def2-TZVPD

Last column: natural (NBO) charge in e.
Cartesian coordinates (Å):
O1 1.16 0.93 -0.83  -0.54
C1 0.31 0.26 -0.28  0.59
N1 0.44 -0.98 0.27  -0.76
S1 1.93 -1.81 0.13  0.22
C2 -1.13 0.75 -0.21  0.22
F1 -1.88 0.08 0.68  -0.33
Cl1 -1.32 2.46 0.33  0.01
Cl2 -1.89 0.58 -1.76  0.05
H1 -0.31 -1.37 0.82  0.43
H2 2.69 -0.91 0.85  0.12

Energy   -44241.192 eV
SMILES   O=C(NS)C(F)(Cl)Cl
Max |F|   0.03760 hartree/bohr
E_LUMO   0.42 eV
Energy relative to the best compared isomer or geometry (same formula, charge and spin)   0.148 eV
Kohn-Sham gap   10.428 eV

=====

What did the fifth record say?
Molecular formula: C2H2BrFO
Method: DFT, wB97M-V/def2-TZVPD

Last column: natural (NBO) charge in e.
Cartesian coordinates (Å):
C1 0.11 0.61 -0.69  -0.60
C2 -0.37 -0.83 0.99  0.91
O1 0.49 -1.33 1.57  -0.51
F1 -1.66 -1.06 1.04  -0.31
Br1 1.96 0.76 -0.65  0.08
H1 -0.19 0.30 -1.80  0.23
H2 -0.34 1.55 -0.46  0.20

Energy   -76911.093 eV
Max |F|   0.09707 hartree/bohr
E_LUMO   -0.15 eV
Energy relative to the best compared isomer or geometry (same formula, charge and spin)   1.620 eV
Kohn-Sham gap   9.508 eV